1.
Density functional theory data (ωB97M-V/def2-TZVPD) for a structure of composition C25H43AlFO12S in a non-equilibrium geometry.

Results
Orbital gap: 7.82 eV
Molar mass: 613.65 Da

```
! wB97M-V def2-TZVPD RIJCOSX def2/J DEFGRID3
* xyz -1 1
S 2.278 0.537 -1.053
Al -0.031 0.285 -1.414
F 2.843 1.102 -2.483
O 2.797 -1.524 -5.511
O -4.698 1.451 -1.565
O 2.576 2.899 4.776
O -6.333 2.968 -1.223
O -6.828 1.123 -2.241
O 2.977 -0.713 -0.894
O 2.605 1.581 -0.117
O -0.548 -0.031 1.557
O 0.422 2.471 5.311
O 1.799 2.975 6.895
O 0.058 3.912 -4.651
O 1.085 -2.384 -4.360
C 0.253 -1.099 1.836
C -5.838 1.811 -1.665
C 1.682 2.790 5.572
C -2.540 -1.996 2.637
C -1.889 -4.320 2.093
C 2.153 -3.078 2.421
C -0.169 -2.438 1.920
C 2.555 -1.748 2.378
C 3.990 -1.372 2.613
C -0.682 1.955 -2.354
C 2.378 -2.307 -4.710
C 0.976 3.284 -3.744
C -1.160 -0.019 0.239
C -6.417 -0.143 -2.761
C 4.474 -2.585 -3.357
C 3.265 -3.291 -4.009
C 0.484 -1.101 -3.981
C -5.358 3.801 -0.589
C -0.287 -1.254 -2.680
C 1.595 -0.784 2.088
C 0.138 2.234 3.921
C -1.625 -2.846 1.744
C 3.118 3.322 7.312
C 0.305 3.154 -2.398
C 0.809 -3.399 2.202
H -3.571 -2.324 2.500
H -0.914 1.976 3.859
H -5.657 -0.015 -3.530
H 4.409 -2.047 3.359
H -1.353 -1.272 -2.915
H -2.500 -0.942 2.396
H 3.602 -4.014 -4.749
H 5.390 -2.834 -3.884
H -2.267 -2.188 3.672
H -2.962 -4.483 2.091
H 1.243 2.302 -4.131
H -1.764 -0.909 0.061
H -1.452 -4.589 3.049
H 2.875 -3.858 2.615
H 1.899 0.252 2.023
H 3.822 2.531 7.062
H -1.882 0.797 0.271
H 1.261 -0.340 -3.956
H -5.883 4.701 -0.279
H 0.728 1.405 3.544
H -0.951 1.705 -3.381
H 0.549 -4.443 2.259
H -1.596 2.287 -1.859
H 1.049 3.143 -1.608
H 3.434 4.258 6.855
H -0.271 4.077 -2.285
H -4.938 3.305 0.284
H -0.061 -2.205 -2.201
H -0.196 -0.823 -4.784
H 2.708 -3.829 -3.252
H -1.460 -4.952 1.318
H 4.582 -2.886 -2.322
H -6.036 -0.780 -1.966
H 4.070 -0.368 3.017
H -4.564 4.062 -1.285
H 4.589 -1.468 1.712
H 1.869 3.906 -3.649
H -7.304 -0.595 -3.197
H 0.464 3.915 -5.520
H 4.345 -1.511 -3.382
H 0.329 3.129 3.333
H -1.922 -2.745 0.704
H 3.075 3.442 8.392
*
```

---

2.
Density functional theory data (ωB97M-V/def2-TZVPD) for a cluster of 8 separate species, C33H82O15S5 in total in a non-equilibrium geometry.

Results
Orbital gap (alpha / beta): 10.19 / 3.29 eV
Molar mass: 879.34 Da

```
! wB97M-V def2-TZVPD RIJCOSX def2/J DEFGRID3
* xyz 1 2
S 0.385 -1.343 -0.047
S 4.730 2.339 1.832
S 1.933 -0.351 4.496
S 1.026 -5.536 0.914
S -3.038 -4.828 4.420
O 2.053 -4.488 0.837
O -2.800 -3.195 4.608
O -0.203 -1.631 1.272
O -2.952 -5.157 3.003
O 5.588 3.531 1.132
O 3.701 2.899 2.706
O 3.149 -0.476 5.296
O 4.332 1.330 0.841
O 1.944 0.406 3.226
O 0.723 -6.103 2.182
O -4.045 -5.355 5.352
O 0.794 0.220 5.455
O 0.167 -2.260 -1.161
O 1.351 -6.834 -0.107
O -0.159 0.231 -0.550
C -0.505 2.284 4.906
C -0.454 0.692 4.866
C 4.531 1.992 -3.274
C -1.981 4.614 2.011
C 3.063 2.323 -2.736
C 1.462 1.110 -4.351
C -1.393 -5.184 5.163
C 6.008 1.594 2.879
C 4.453 5.668 0.751
C -0.932 4.989 -0.297
C -1.836 1.685 -1.240
C -3.341 -2.057 2.450
C -6.024 0.810 -0.852
C -3.223 -2.845 -2.269
C -0.304 5.251 -2.682
C 2.063 1.211 -2.928
C 1.335 -2.050 4.454
C 2.052 -6.532 -1.384
C 2.183 -0.888 0.193
C 0.187 0.217 -4.512
C -2.338 -2.479 3.531
C -6.299 -0.735 -1.105
C 3.490 -6.097 -1.344
C 4.789 4.276 0.206
C 0.142 4.701 -1.344
C -2.984 -3.969 -3.368
C 0.900 5.766 -3.497
C -5.072 -1.651 -1.093
C -0.137 -0.174 -5.965
C -0.680 4.488 1.122
C -0.507 -4.873 0.081
C -1.424 0.223 -1.159
C -4.602 -2.168 -2.431
H -1.920 -4.183 -3.264
H 0.683 -0.628 -6.522
H 0.186 4.998 1.546
H -0.721 4.390 -3.204
H 1.140 2.072 -4.750
H -1.477 2.579 4.511
H -1.289 0.169 5.332
H -1.424 -2.960 3.184
H 4.189 -6.901 -1.116
H -1.004 -0.834 -5.970
H -1.479 5.925 -0.403
H 1.679 -2.585 5.340
H 2.788 3.268 -3.204
H 1.967 -7.392 -2.048
H -2.885 1.975 -1.282
H -1.175 -5.729 0.171
H 4.705 0.929 -3.441
H 3.172 2.464 -1.661
H -5.227 -2.514 -0.445
H 1.264 1.433 -2.221
H -0.304 -4.621 -0.960
H -0.588 0.283 3.864
H -1.207 -4.403 5.901
H 0.357 3.638 -1.458
H 1.826 5.200 -3.591
H 2.207 0.721 -5.045
H -2.005 -1.568 4.027
H -0.458 2.587 5.953
H 2.717 -1.746 -0.217
H -2.781 3.969 1.649
H 1.835 -2.420 3.559
H -1.307 -6.073 5.788
H -3.418 -2.740 1.604
H -5.275 -2.965 -2.746
H -1.458 2.195 -2.126
H 2.283 -0.720 1.266
H 5.608 0.594 3.051
H 2.433 0.069 -0.263
H -4.231 -1.137 -0.627
H -0.861 -4.024 0.666
H -2.193 -0.158 -0.488
H -4.510 -1.497 -3.286
H 0.318 -0.741 -4.009
H -0.697 -5.100 4.329
H -0.190 0.735 -6.564
H -6.900 1.399 -0.581
H -6.758 -0.870 -2.084
H -3.640 -4.770 -3.027
H -2.315 5.651 2.021
H -1.555 4.192 -0.703
H -3.142 -1.102 1.963
H 3.938 6.344 0.069
H -1.755 4.330 3.039
H -4.276 -1.789 2.944
H -1.069 6.025 -2.747
H 3.837 3.787 -0.001
H -1.513 -0.271 -2.127
H -6.923 -1.104 -0.291
H -5.386 0.973 0.017
H 3.785 5.414 1.573
H 0.246 -2.033 4.491
H 3.757 -5.621 -2.288
H -2.395 -2.154 -2.432
H 5.333 6.164 1.162
H 1.420 -5.821 -1.916
H 3.648 -5.387 -0.532
H -2.991 -3.286 -1.299
H 1.194 6.760 -3.158
H 4.575 2.433 -4.270
H 6.939 1.470 2.326
H -0.619 0.866 -4.170
H 1.096 5.152 -1.072
H -3.433 -3.685 -4.319
H 5.213 4.355 -0.795
H -5.751 1.340 -1.764
H 2.606 0.285 -2.738
H -0.418 3.445 0.941
H 5.418 2.335 -2.742
H 5.997 2.274 3.730
H -1.564 2.135 -0.285
H 0.256 2.753 4.283
H 0.574 5.868 -4.532
*
```

---

3.
Density functional theory data (ωB97M-V/def2-TZVPD) for a structure of composition C37H57FeN4O4PS2Te.

Results
Orbital gap (alpha / beta): 6.30 / 6.76 eV
Molar mass: 900.44 Da

```
! wB97M-V def2-TZVPD RIJCOSX def2/J DEFGRID3
* xyz 0 5
Te 1.300 0.933 2.310
Fe -1.351 -0.482 -1.440
S -2.318 1.529 -2.976
S -3.082 -1.672 -3.142
P -2.864 0.020 -4.149
O -0.486 -2.328 -1.177
O -4.196 0.403 -4.974
O -1.842 -0.098 -5.352
O 0.299 -0.283 -3.113
N -2.006 1.247 0.401
N -4.421 0.403 -0.859
N 0.178 -0.499 0.010
N -2.754 -1.604 0.425
C 4.597 -1.539 0.911
C 1.532 -3.621 2.841
C 2.098 4.140 2.924
C 0.969 -1.443 -3.642
C -5.034 0.554 0.494
C 2.996 1.010 4.930
C 2.658 3.201 3.962
C -4.293 1.664 1.234
C -2.876 -1.525 -7.072
C -1.707 -1.303 -6.137
C -4.945 -0.782 1.227
C -3.521 -1.190 1.610
C 2.827 -0.488 5.010
C 3.230 2.407 -0.149
C 3.751 1.602 5.940
C 2.514 0.343 -3.556
C -6.530 0.544 -5.414
C 3.414 3.752 4.992
C 3.647 1.020 0.262
C 3.008 0.258 1.246
C 1.755 -3.734 0.080
C 1.261 0.740 -2.798
C 5.241 -0.788 -0.059
C 0.223 -1.761 -0.203
C 3.977 2.967 5.988
C 2.353 -4.574 2.254
C -2.851 1.294 1.600
C 2.454 -1.178 -3.438
C 4.767 0.474 -0.369
C 0.849 -2.709 2.046
C 2.462 -4.627 0.869
C 0.959 -2.751 0.661
C 2.453 1.812 3.914
C 3.491 -1.012 1.558
C 4.799 3.576 7.092
C -5.468 0.484 -4.340
C -2.805 -0.048 2.333
H 3.775 -0.990 4.804
H 0.599 -2.314 -3.106
H 0.244 -1.934 2.501
H 2.236 2.658 0.215
H 4.944 -2.533 1.163
H -4.849 1.876 2.151
H 3.231 2.501 -1.237
H -1.855 2.183 0.034
H 2.090 -0.861 4.304
H -7.512 0.694 -4.963
H -3.177 -2.414 -0.021
H -3.609 -2.024 2.317
H 1.816 -3.786 -1.001
H -5.495 1.387 -3.719
H 0.837 1.700 -3.097
H 2.899 -5.278 2.871
H -1.761 -0.323 2.512
H -3.123 -0.603 -7.599
H -5.420 -1.571 0.634
H -3.759 -1.862 -6.529
H 2.517 -0.777 6.016
H 0.721 -1.521 -4.705
H 1.433 -3.579 3.919
H -6.080 0.830 0.348
H 3.416 0.775 -3.127
H 5.274 1.065 -1.125
H -3.272 0.084 3.313
H -5.536 -0.689 2.141
H 3.097 -5.372 0.406
H -6.331 1.369 -6.096
H 4.880 4.656 6.973
H -1.081 0.857 0.617
H 4.353 3.376 8.069
H -3.414 0.190 -0.715
H -1.577 -2.144 -5.454
H -1.823 -1.902 0.702
H -2.611 -2.287 -7.806
H 6.108 -1.184 -0.575
H 2.592 3.999 1.962
H -6.549 -0.383 -5.986
H -5.608 -0.396 -3.704
H 4.172 0.967 6.715
H 1.430 0.728 -1.718
H 1.034 3.974 2.759
H -2.488 2.058 2.298
H 5.808 3.160 7.103
H -4.413 1.248 -1.437
H -4.308 2.584 0.642
H 2.760 -1.486 -2.435
H 2.982 -1.611 2.300
H 2.443 0.648 -4.603
H -4.788 -0.369 -1.421
H 3.567 4.826 5.014
H 2.244 5.176 3.231
H 3.935 3.146 0.239
H -0.782 -1.157 -6.692
H 3.074 -1.698 -4.168
*
```

---

4.
Density functional theory data (ωB97M-V/def2-TZVPD) for a structure of composition C5H13KO9P in a non-equilibrium geometry.

Results
Orbital gap: 3.25 eV
Molar mass: 287.22 Da

```
! wB97M-V def2-TZVPD RIJCOSX def2/J DEFGRID3
* xyz -3 1
K 0.401 0.131 0.172
P -0.556 2.401 2.090
O -0.263 2.262 -1.561
O 1.089 -4.130 -2.376
O -0.715 3.178 3.413
O 0.164 -1.112 2.784
O 0.966 2.180 1.751
O -1.282 1.005 2.188
O -1.116 3.156 0.812
O 1.439 -2.378 -1.015
O -0.033 -2.165 -2.704
C 0.814 -2.769 -2.041
C -0.710 -2.125 3.254
C 0.431 3.144 -2.388
C 0.900 2.324 -3.594
C -1.063 -3.041 2.084
H 1.298 3.545 -1.857
H 1.481 2.969 -4.281
H -0.463 -0.312 2.669
H 0.054 2.056 -4.231
H -0.140 -3.472 1.696
H 1.520 1.475 -3.316
H -1.558 -2.428 1.333
H -0.219 -2.735 4.035
H -0.262 3.877 -2.828
H 1.552 -4.280 -1.535
H -1.674 -3.899 2.406
H -1.542 -1.599 3.736
H -0.513 2.739 -0.694
*
```

---

5.
Density functional theory data (ωB97M-V/def2-TZVPD) for a structure of composition C11H14BBaN7Se in a non-equilibrium geometry.

Results
Orbital gap: 8.30 eV
Molar mass: 471.38 Da

```
! wB97M-V def2-TZVPD RIJCOSX def2/J DEFGRID3
* xyz 0 1
Ba 0.000 0.000 0.000
Se 3.877 -3.163 -0.819
N -1.614 -0.423 -1.088
N -1.239 0.093 1.758
N -2.824 0.115 -0.776
N -2.435 2.535 0.004
N 1.529 -1.248 -0.323
N -2.484 0.621 1.684
N -1.109 2.688 -0.260
C 2.535 -2.069 -0.536
C -0.952 3.973 -0.603
C -3.114 -1.204 -2.563
C -2.166 0.030 3.813
C 3.502 1.614 0.604
C -1.768 -1.221 -2.165
C -3.105 3.714 -0.169
C -3.744 -0.348 -1.659
C -1.032 -0.274 3.036
C -2.181 4.675 -0.565
C -3.066 0.595 2.910
B -3.065 1.178 0.360
H -4.077 0.978 3.047
H -4.266 1.303 0.467
H -4.781 -0.026 -1.578
H 4.558 1.318 0.554
H 2.957 1.245 -0.285
H -4.179 3.775 0.006
H -0.909 -1.752 -2.571
H -2.314 -0.147 4.877
H -0.092 -0.747 3.325
H -2.368 5.727 -0.781
H 0.042 4.348 -0.859
H 3.177 1.244 1.669
H 3.372 2.703 0.681
H -3.567 -1.743 -3.394
*
```

---

6.
Density functional theory data (ωB97M-V/def2-TZVPD) for a cluster of 2 separate species, C10H6NO6 in total in a non-equilibrium geometry.

Results
Orbital gap: 6.72 eV
Molar mass: 236.16 Da

```
! wB97M-V def2-TZVPD RIJCOSX def2/J DEFGRID3
* xyz -1 1
O -0.515 4.128 1.627
O 1.709 3.749 1.429
O 2.386 -3.405 0.701
O 1.149 -4.726 -0.566
O -2.753 3.896 2.038
O 0.406 1.183 -0.302
N 1.478 -3.592 -0.140
C 0.964 -1.164 -0.146
C -0.569 -0.295 -1.848
C 0.758 -2.438 -0.681
C -0.691 -1.569 -2.372
C 0.084 1.867 1.478
C 0.583 3.302 1.502
C -0.089 -2.675 -1.767
C -1.304 1.960 1.669
C 0.291 -0.037 -0.705
C -1.687 3.370 1.823
H -0.213 -3.685 -2.132
H 0.769 1.087 1.758
H -2.020 1.182 1.429
H -1.303 -1.701 -3.253
H 1.647 -1.033 0.688
H -1.080 0.597 -2.229
*
```

---

7.
Density functional theory data (ωB97M-V/def2-TZVPD) for an isolated molecule of C5H9NS2 in a non-equilibrium geometry.

Results
SMILES string: S=CCN1C[C@H]1CS
Orbital gap: 8.31 eV
Molar mass: 147.27 Da

```
! wB97M-V def2-TZVPD RIJCOSX def2/J DEFGRID3
* xyz 0 1
S -4.011 -0.288 -0.028
S 3.261 -0.888 -0.097
N 0.140 0.090 -0.106
C 2.607 0.765 -0.484
C -2.326 -0.392 -0.219
C 0.634 0.288 1.274
C 1.168 1.034 0.105
C -1.165 0.612 -0.385
H -1.846 -1.383 -0.218
H 2.810 1.031 -1.529
H -0.142 0.566 1.958
H 1.728 -1.372 -0.073
H -1.238 1.549 0.313
H 3.289 1.521 0.068
H 0.872 2.096 0.187
H 1.249 -0.510 1.729
H -1.201 0.841 -1.434
*
```